101
Properties=species:S:1:pos:R:3:forces:R:3:mulliken_charge:R:1 method="wB97M-V/def2-TZVPD" total_charge=+1 multiplicity=1 gap_ha=0.188 relative_energy_kj_mol=111.6
Ca 12.38586 10.78626 11.09239 -0.405 0.409 -0.477 2.020
S 13.72930 6.79307 14.16157 -0.355 -0.149 0.326 -0.445
O 18.29289 15.97260 12.84164 -0.846 -1.667 -1.647 -0.551
O 18.00433 15.67789 10.70249 0.170 -0.833 2.064 -0.624
N 11.99473 6.09847 16.07731 0.942 0.286 1.707 -0.458
N 14.16574 11.29118 13.13717 -1.224 -0.439 -0.299 -0.104
N 11.60179 5.20026 13.99419 -1.392 -0.711 -0.779 0.148
N 12.49183 5.60107 11.00002 1.953 1.319 0.791 -0.575
N 17.77724 15.34299 11.88434 2.237 4.276 -0.303 0.922
N 10.02821 10.69382 11.37436 -1.101 -0.582 1.308 0.228
N 13.80521 12.68556 10.63916 1.648 2.012 -0.266 -0.495
N 13.32475 8.64708 11.31879 0.567 -0.673 -0.197 -0.302
C 14.80265 13.05672 11.56709 -0.211 -0.296 -2.952 -0.072
C 9.50557 10.28822 12.60733 0.228 0.968 0.378 0.344
C 9.89317 9.27996 14.83074 0.190 -0.090 -1.612 -0.809
C 9.98253 14.67655 17.76433 0.467 -0.939 0.715 0.878
C 10.16586 4.62643 15.85476 -0.675 -1.049 -1.736 -0.769
C 16.79934 14.37935 12.16966 -0.812 -1.674 1.556 -0.472
C 11.11026 11.03310 8.80215 0.292 -2.297 1.040 -0.497
C 7.68932 10.10837 14.22576 0.077 -0.466 0.796 -0.598
C 9.19961 11.13044 10.43687 0.316 0.433 0.399 0.550
C 8.93788 15.79020 13.80427 -1.516 1.167 -0.608 0.948
C 13.86123 13.23351 9.36662 0.338 -1.675 2.838 -0.436
C 12.37901 5.98933 14.82934 -0.328 0.193 -2.013 0.289
C 9.44356 15.00063 16.39440 -0.701 -0.497 -0.291 0.179
C 15.92438 14.35340 9.80996 0.210 -0.129 -1.441 -0.390
C 16.75646 13.91549 13.47690 0.874 2.289 -1.406 -0.712
C 10.28596 14.58716 15.36542 -0.448 0.990 -0.171 -0.611
C 15.79212 12.39772 15.11873 -1.034 -0.958 -0.224 -0.605
C 10.49465 4.50907 14.50104 1.652 0.544 0.861 -0.199
C 10.26502 13.14212 17.97731 0.527 -0.342 0.024 -1.049
C 10.85585 5.53212 18.11055 0.163 0.026 0.715 -1.097
C 11.51287 11.14221 7.48182 0.407 1.252 -1.379 -0.384
C 14.86353 12.40516 12.84802 1.385 0.651 1.927 0.232
C 14.89036 11.34980 15.39367 0.528 1.091 -0.803 -1.146
C 9.81878 11.48700 9.14668 0.931 1.804 -0.282 0.502
C 9.25722 15.23834 18.97648 -0.003 0.354 -0.067 -1.803
C 9.27748 12.48322 8.34113 -0.069 -0.957 -2.093 -0.953
C 7.79452 11.35474 10.68176 -0.122 0.453 0.108 -0.979
C 11.02620 5.40418 16.62600 -0.333 0.362 0.381 0.984
C 12.63651 6.62143 9.89456 -1.102 -0.524 0.448 -1.045
C 8.13471 10.52678 12.95146 0.971 0.118 -0.266 0.685
C 7.32555 11.21513 11.96816 -0.708 -0.971 -0.196 -0.794
C 10.01217 14.98215 14.05374 0.898 -0.436 0.500 -0.778
C 12.27642 8.01963 10.45236 1.755 -0.257 -1.403 0.112
C 15.80881 12.97395 13.81729 -1.855 -2.780 0.476 0.801
C 14.96251 13.91584 8.90010 0.671 1.050 0.467 -0.907
C 10.90716 12.05615 6.57313 -1.319 -1.233 0.336 -0.499
C 8.74217 16.48789 12.46975 -1.026 -0.602 0.168 -1.549
C 8.20201 15.65184 16.08496 1.376 -1.237 0.390 -0.521
C 10.40132 9.77396 13.60786 -0.640 -0.357 -0.202 0.497
C 9.70784 12.63512 6.99578 0.201 0.959 0.452 -0.621
C 8.51646 9.44522 15.15562 0.657 1.357 -2.418 -1.045
C 7.95958 16.05761 14.80304 1.227 0.152 -1.129 -0.795
C 15.87041 13.94791 11.15555 -0.964 -0.483 0.732 0.759
C 14.14736 10.74734 14.36840 1.192 0.833 -0.576 0.038
H 9.90647 5.09774 18.46893 0.474 0.082 -0.231 0.359
H 8.16750 9.18134 16.11592 -0.494 -0.482 0.732 0.508
H 8.09177 15.89780 11.81761 -0.012 -0.136 -0.017 0.295
H 10.69382 12.62209 17.06051 -0.552 0.742 1.118 0.186
H 8.20646 17.44249 12.58528 0.528 -0.179 0.042 0.392
H 11.49347 9.73313 13.34027 -1.132 -0.413 0.534 -0.293
H 12.12893 8.69231 9.57809 -0.098 -0.228 0.417 0.280
H 13.70344 9.74734 14.58107 -0.126 0.952 -0.610 0.277
H 11.92398 6.36363 9.08091 0.225 0.189 0.612 0.419
H 10.74886 14.70970 13.29388 -0.354 0.288 -0.083 0.468
H 9.33566 12.60316 18.26381 0.479 0.335 -0.217 0.310
H 11.23963 14.11514 15.60881 -0.339 -0.031 -0.127 0.519
H 11.00939 13.00540 18.82430 -0.885 0.166 -0.936 0.321
H 8.51122 13.14758 8.63099 -1.249 0.238 0.499 0.541
H 17.40256 14.39291 14.24643 -0.406 -0.634 -0.805 0.488
H 9.06738 13.23415 6.31118 0.858 -0.135 0.636 0.335
H 6.27121 11.47249 12.24601 1.081 -0.230 -0.380 0.387
H 9.66355 16.59758 11.93846 0.613 0.359 -0.248 0.387
H 10.85180 6.60823 18.35234 0.133 -0.424 0.031 0.292
H 16.77640 14.97525 9.44555 -1.180 -0.843 0.463 0.540
H 9.18559 16.32772 18.89027 0.047 -0.104 0.180 0.396
H 13.47680 8.10486 12.18534 -0.187 0.195 -0.387 -0.301
H 13.62510 6.60836 9.40066 -0.170 0.128 0.441 0.324
H 9.79634 14.97476 19.89154 0.035 0.178 -0.134 0.426
H 11.23743 12.21236 5.54017 -0.015 -0.307 0.401 0.409
H 16.51683 12.71186 15.87679 -0.437 0.100 -0.242 0.438
H 15.04390 14.18355 7.84564 -0.127 -0.001 0.371 0.423
H 7.42782 15.73399 16.81389 -0.140 0.425 0.713 0.409
H 7.11533 16.69356 14.51586 0.137 -0.444 0.303 0.376
H 6.63324 10.26917 14.45652 0.325 0.016 0.093 0.401
H 14.24386 8.69778 10.83678 -0.813 -0.314 0.303 0.229
H 10.05900 3.72560 13.88857 -0.240 0.625 -0.339 0.425
H 7.16442 11.71714 9.82619 0.691 -0.321 1.163 0.532
H 9.26678 4.10195 16.25338 1.087 0.393 -0.313 0.356
H 14.71166 10.97792 16.36736 0.434 -0.365 0.950 0.551
H 13.02652 12.99366 8.75520 -0.577 -0.263 -0.550 0.481
H 13.36790 5.74875 11.64305 -2.030 -1.053 -1.490 0.184
H 12.31935 10.51393 7.06479 0.139 0.660 0.535 0.361
H 12.37827 4.65118 10.64160 0.670 0.381 0.139 0.161
H 10.96829 15.15697 17.77968 0.017 -0.053 -0.011 0.223
H 8.25064 14.86518 19.10935 -0.355 -0.250 -0.175 0.394
H 11.71269 5.05481 18.67409 -0.877 0.523 -0.758 0.272
H 11.77753 5.28885 12.92318 -0.282 -0.351 1.900 0.287
H 10.54265 8.59856 15.38841 -0.108 0.722 0.377 0.498
H 11.35852 7.99287 10.99801 -0.647 -0.177 0.435 0.305